An isolated ion of composition H3O2SSi and charge -1 in a non-equilibrium geometry. Source: the Open Molecules 2025 dataset; level of theory: ωB97M-V/def2-TZVPD.

Atoms and positions in Å:
1 O -2.0181 0.9411 -0.9974
2 O -1.8194 -0.3169 1.1779
3 Si 0.8427 0.0721 -0.0656
4 S -1.4864 -0.2157 -0.2409
5 H 2.1073 1.0812 -0.0498
6 H 1.1442 -0.6484 1.3060
7 H 1.2298 -0.9133 -1.1301

As for the HOMO-LUMO gap (alpha / beta): 7.044 / 7.044 eV. Its spin multiplicity is 1. The calculation puts the total energy at -22856.2083 eV. The charge is -1. The LUMO energy (alpha / beta) comes out at 4.116 / 4.116 eV.

Partial atomic charges computed with the natural (NBO) method, in multiples of e:
1. O -1.03
2. O -1.02
3. Si 0.31
4. S 1.35
5. H -0.21
6. H -0.19
7. H -0.21

A 2-piece molecular cluster, C4H11NOS overall in a non-equilibrium geometry. Source: the Open Molecules 2025 dataset; level of theory: ωB97M-V/def2-TZVPD.

Atoms and positions in Å:
1 C -0.6063 -1.4661 1.4646
2 C 1.6862 -0.2473 1.3873
3 C -0.6152 0.8971 0.7021
4 C 0.2511 -0.3466 0.9406
5 N 0.7550 0.8981 -1.4543
6 O -1.8918 1.9314 -4.5709
7 S -0.3806 -0.0327 -0.8311
8 H -1.3324 -1.8636 0.7258
9 H 0.1746 -2.2695 1.6966
10 H -1.1110 -1.1727 2.2684
11 H 2.1676 -1.2519 1.4919
12 H 1.6906 0.2799 2.2474
13 H 2.3843 0.1416 0.5400
14 H -1.5333 0.9630 1.1287
15 H -0.1081 1.7390 0.5991
16 H -1.2831 2.1537 -3.7686
17 H 0.7263 0.9359 -2.4493
18 H -1.2841 1.6465 -5.2859

As for the HOMO-LUMO gap: 8.578 eV. Its spin multiplicity is 1. The calculation puts the total energy at -18695.6655 eV. The charge is 0. The LUMO energy comes out at 0.681 eV.

Partial atomic charges computed with the natural (NBO) method, in multiples of e:
1. C -0.62
2. C -0.64
3. C -0.55
4. C -0.10
5. N -1.19
6. O -0.95
7. S 0.96
8. H 0.22
9. H 0.22
10. H 0.20
11. H 0.22
12. H 0.22
13. H 0.26
14. H 0.21
15. H 0.24
16. H 0.48
17. H 0.35
18. H 0.47

C4H8N2O as an isolated structure in a non-equilibrium geometry. Source: the Open Molecules 2025 dataset; level of theory: ωB97M-V/def2-TZVPD.

Atoms and positions in Å:
1 C 1.6000 0.0502 0.5920
2 C 0.6141 -0.2873 -0.5337
3 O 0.1061 -1.5549 -0.5040
4 C -1.4440 -1.1940 0.3049
5 N -2.1957 -2.0708 0.7279
6 C -0.5682 0.6300 -0.6287
7 N -0.4804 1.9166 -0.2645
8 H 1.1121 -0.0439 1.5693
9 H 2.0319 1.0586 0.4937
10 H 2.4289 -0.6638 0.5645
11 H 1.0957 0.0163 -1.4980
12 H -2.1240 -3.0916 0.7228
13 H -1.1759 0.4506 -1.5113
14 H -1.0757 2.6299 -0.6530
15 H 0.1355 2.1949 0.4858

As for the HOMO-LUMO gap: 8.830 eV. Its spin multiplicity is 1. The calculation puts the total energy at -9301.8204 eV. The charge is 0. The LUMO energy comes out at 0.693 eV.

Partial atomic charges computed with the natural (NBO) method, in multiples of e:
1. C -0.65
2. C 0.04
3. O -0.67
4. C 0.39
5. N -0.76
6. C 0.17
7. N -0.77
8. H 0.21
9. H 0.19
10. H 0.24
11. H 0.19
12. H 0.40
13. H 0.22
14. H 0.40
15. H 0.40

One molecule with the formula C5H10O2 in a non-equilibrium geometry. Source: the Open Molecules 2025 dataset; level of theory: ωB97M-V/def2-TZVPD.

Atoms and positions in Å:
1 C -0.8288 -0.8509 0.7649
2 C -0.6092 0.1004 -0.3954
3 C 0.7661 -0.1797 -0.9589
4 C 1.5872 -0.4717 0.3242
5 O 1.2020 0.4220 1.7337
6 C -1.5910 0.9701 -1.0543
7 O -0.7385 1.4867 -0.0392
8 H -0.7266 -1.8928 0.3778
9 H 0.0156 -0.3663 1.6312
10 H -1.8106 -0.7524 1.2139
11 H 1.1694 0.6788 -1.5049
12 H 0.7425 -1.0335 -1.6682
13 H 2.5797 -0.0892 0.3399
14 H 1.5593 -1.5578 0.5513
15 H 0.7409 1.2644 1.5074
16 H -2.6408 0.8903 -0.7709
17 H -1.4171 1.3816 -2.0525

As for the HOMO-LUMO gap: 9.967 eV. Its spin multiplicity is 1. The calculation puts the total energy at -9438.1521 eV. The SMILES is C[C@@]1(CCO)CO1. The charge is 0. The LUMO energy comes out at 0.943 eV.

Partial atomic charges computed with the natural (NBO) method, in multiples of e:
1. C -0.76
2. C 0.21
3. C -0.47
4. C -0.05
5. O -0.78
6. C -0.10
7. O -0.54
8. H 0.20
9. H 0.34
10. H 0.21
11. H 0.22
12. H 0.23
13. H 0.21
14. H 0.21
15. H 0.50
16. H 0.19
17. H 0.18